No. 1
The following is a quantum chemistry calculation of C26H50IrN5O2Si4Te as an isolated structure at a distorted geometry, from OMol25.

Properties
Molecular weight (g mol⁻¹): 896.88
Spin multiplicity: 6
Orbital gap (spin up / spin down) (eV): 6.436 / 5.172
E (eV): -80937.8449
Largest force on an atom (eV/Å): 1.92
Net charge: +3

The geometry in XYZ format:
```
89
C26H50IrN5O2Si4Te (the ωB97M-V functional and the def2-TZVPD basis)
H -4.75908 2.02915 -2.82649
H -0.66635 -0.66648 5.36699
H -0.21576 1.47174 4.90219
H -4.15338 -0.99815 -1.10890
H -1.34306 5.95009 -3.17121
H 2.20196 0.80341 4.78834
H 7.07195 -1.14359 3.45089
H 1.89234 -4.13621 -1.71812
H -3.29115 1.36878 -4.78979
Si -1.06464 0.52948 -3.97324
H -5.83168 2.50491 -1.53504
H -3.40772 3.46075 0.93687
C -0.23361 -4.23918 -1.85947
C -0.73259 4.81774 0.04286
C 6.33129 -1.49956 2.75254
C 0.94420 -3.05643 -0.12169
H 3.40181 -4.04739 0.01302
N 2.06973 -2.51275 0.47094
H 2.12926 2.10597 2.16678
H -2.02458 2.48826 -5.26035
H -2.67678 4.89439 -2.77813
H -0.31965 4.16039 0.80211
C 3.22856 -3.07498 0.46520
H -1.77313 5.00225 0.28896
H -3.83613 -0.76264 0.59933
N 4.05867 -1.47767 2.01956
C -4.33971 -0.33877 -0.26544
Si -3.83696 1.46089 -0.54304
H 5.86346 -3.65926 0.20293
C 1.77111 1.52321 4.09134
O -3.54712 -3.01787 -1.93047
H 0.99668 -3.20333 3.26898
H -0.21815 5.77302 0.12512
O -2.95246 -4.90890 -2.89820
H 1.88820 3.37253 -1.56289
N 1.59141 -2.43395 3.57006
C -1.53997 -1.25483 -3.55481
H 1.79004 -1.13872 5.17986
C 1.30663 3.99920 -2.23198
H -0.11530 2.02798 3.22438
H -2.41212 -2.83017 0.30748
H -2.78196 2.00940 1.69875
C -0.24754 -1.09221 4.44932
H 4.76111 -0.23816 3.48954
H 1.42086 3.60200 -3.23489
C 0.26923 1.29089 3.93766
Si -0.51509 4.12874 -1.71665
Si -1.26211 1.59461 -1.55402
H -1.51131 4.42579 -4.00456
C 6.64900 -2.45046 1.79129
H 3.42712 1.43259 2.88809
C 0.77414 0.70164 -4.41349
C -1.45089 -3.82848 -1.31866
H -4.44107 3.49286 -1.90573
C 5.64663 -2.93544 0.97228
C 1.04570 -1.83072 4.78892
C -4.78554 2.46552 -1.83377
H -5.41043 -0.39157 -0.06678
H -0.96354 -1.82193 4.06128
Ir 1.83735 -0.73531 1.87669
H -0.19209 -4.82065 -2.76861
H -2.21418 0.97560 -6.10588
C -2.75023 -3.91506 -2.05792
H -1.47795 -1.89033 -4.43533
H 1.75990 4.98810 -2.22914
H 2.50551 -2.83354 3.75906
H -0.87586 -1.67351 -2.80378
H 1.00476 0.06930 -5.26805
H -4.50112 2.32564 1.67948
H -0.26113 -2.12149 1.36544
C -1.62366 4.90697 -3.03826
H 0.83949 -2.57982 5.55964
C 4.34045 -2.46875 1.14972
C -2.26079 1.43858 -5.12227
N -0.03690 -0.05492 3.41933
H -0.90714 0.02593 2.90193
C -3.58960 2.40310 1.09062
N 2.41874 1.34612 2.78365
C 5.03183 -1.01338 2.78847
Te 0.66060 0.50510 -0.37352
H 1.04428 1.71339 -4.69466
C 0.95540 -3.85450 -1.26694
H -2.29390 -5.61501 -2.87089
H -2.55596 -1.33482 -3.18179
H 7.65971 -2.80971 1.69117
C -1.46287 -3.09518 -0.12984
H 1.92983 2.52916 4.49652
C -0.28380 -2.70483 0.45206
H 1.42878 0.39544 -3.60295
```

---

No. 2
The following is a quantum chemistry calculation of a 2-piece molecular cluster, C26H50N2O6S overall at a distorted geometry, from OMol25.

Properties
Molecular weight (g mol⁻¹): 518.76
Orbital gap (eV): 9.482
Energy above the lowest of the compared OMol25 structures with the same formula, charge and spin (kcal per mole): 0.0
E (eV): -53871.8763
Largest force on an atom (eV/Å): 1.47
Structure (SMILES): CCCCCCCCCCCCC[C@@]1(CCOC=O)OC(=O)O[C@@]1(S)N=C(C)C.COC[C@@H](C)N

The geometry in XYZ format:
```
85
C26H50N2O6S (the ωB97M-V functional and the def2-TZVPD basis)
C 1.14878 -7.47879 -2.32022
C 2.30091 3.97168 -2.33722
H 2.57682 4.46409 -3.27295
H 1.92463 5.54451 0.74758
H 2.37003 -0.03332 -1.47284
C 2.34551 -4.57421 -1.63690
H 2.05647 -7.14928 -2.82527
O -1.73310 0.22225 2.23152
N 2.56942 -8.09243 -0.44341
C 1.15806 -6.05459 -0.18014
H 0.49559 -8.05334 -0.37918
C 1.30382 -7.44838 -0.80247
H -0.99840 -3.20246 -2.54115
C -6.00167 2.64739 -0.26592
H 0.12131 1.85461 1.58207
N -4.59340 1.89874 1.59283
C -1.90196 2.40769 1.12431
H 0.95919 4.04452 2.19112
H 1.23387 -0.34848 0.79213
H 3.50466 4.62301 -0.66555
C 2.13468 0.24615 0.62507
O -0.06103 -1.43220 -2.49931
H 1.07461 -6.17645 0.90254
H 0.99845 3.09704 -0.17135
C -2.33050 0.92683 1.13970
O -3.89743 -0.05895 2.59672
H 1.23153 3.76138 -2.42501
H 2.91068 -3.65059 -1.51559
H 0.89524 6.09971 -0.53424
H -5.89437 3.72252 -0.42193
C 0.53687 4.05043 0.09840
C -0.59015 2.63378 1.87501
C 4.05664 -0.19849 2.30934
C -3.88641 0.73837 1.33759
C -5.70544 2.35321 1.18136
H -0.77890 2.54348 2.94419
H 4.10409 -1.04596 2.99460
H -0.61161 4.79626 1.79359
H 4.12965 -0.50911 0.17515
C -6.76562 2.69613 2.18416
H 2.08605 1.09304 1.31875
H -0.40727 -1.35304 0.01724
O -1.91444 -1.86952 -1.29861
S -4.78712 -0.33012 0.14834
H -2.45788 0.48872 -0.98826
C 3.08772 2.64797 -2.31373
H -2.67906 3.03544 1.56399
H 1.35280 -4.32829 -2.02789
H -7.02527 2.35408 -0.50682
C 3.18784 1.91268 -0.97171
H -1.82700 2.70750 0.07780
O 2.25821 -5.18809 -0.36679
O -2.40600 -1.27966 3.74941
C 2.60943 4.95945 -1.19305
H 3.51897 0.59636 2.82816
H -1.98593 -1.70075 0.71858
H -6.31045 3.13347 3.07194
H -5.32036 2.09901 -0.91442
C 2.14718 0.80428 -0.80556
H 2.87141 5.91608 -1.64940
H 2.62110 -8.20285 0.56465
H 3.08029 -1.62784 1.05597
C -0.93111 -2.17454 -2.15775
H -0.34673 4.14101 -0.54160
H -4.21576 -1.49217 0.48106
H -7.21527 1.74738 2.48887
C -1.47678 -1.18794 -0.09524
C 3.38944 -0.58476 0.97228
H 0.95067 -8.49756 -2.65183
H 4.09867 2.86663 -2.66995
H 2.87508 -5.20035 -2.35881
H 5.08723 0.13244 2.17135
C 0.07277 3.97730 1.55315
H 0.32114 -6.84770 -2.65040
C -1.77871 0.31034 -0.15577
H 0.23269 -5.56982 -0.52540
H 4.17509 1.44487 -0.91499
H 3.32440 -7.45018 -0.66881
C -2.66773 -0.45688 2.93585
H -0.84355 0.81852 -0.40290
H 1.14149 1.17594 -1.02748
C 1.46635 5.23211 -0.19692
H -7.53488 3.35765 1.78963
H 3.13184 2.58574 -0.11085
H 2.65189 1.96720 -3.05041
```

---

No. 3
The following is a quantum chemistry calculation of C26H50N6O13S2Zn as an isolated structure at a distorted geometry, from OMol25.

Properties
Molecular weight (g mol⁻¹): 784.24
Orbital gap (eV): 3.104
E (eV): -133406.0189
Largest force on an atom (eV/Å): 3.33
Net charge: +2

The geometry in XYZ format:
```
98
C26H50N6O13S2Zn (the ωB97M-V functional and the def2-TZVPD basis)
C 29.68787 17.34606 6.06499
H 27.96770 20.43985 3.23085
C 35.40336 14.16530 8.48468
O 28.91004 23.11358 9.10930
H 33.48356 18.29953 2.67884
H 34.66479 20.26467 8.74556
H 36.80342 16.13521 9.76669
H 30.20161 24.21556 4.85808
H 36.02157 19.44299 3.55920
H 33.59616 15.63958 6.92329
H 33.56903 24.68986 4.79084
H 35.29673 16.56690 2.95218
N 30.85955 24.07477 8.54281
Zn 33.62767 20.98353 3.02363
C 28.80603 19.28734 4.81569
O 35.28101 23.93410 3.91703
C 34.15300 17.57260 7.44379
C 35.91764 17.83962 8.91551
S 34.92044 23.26559 2.64688
C 28.91948 20.02987 3.55274
H 37.18846 9.89989 8.77848
O 32.04483 19.99398 6.30594
C 35.00751 19.81512 7.80950
H 34.12358 25.70846 6.69447
H 31.50440 21.38533 -0.32107
C 35.36832 12.00560 7.44616
H 34.79059 13.74873 6.44299
N 34.22986 18.98800 2.61108
S 32.31807 21.14941 5.39804
H 36.01318 14.03849 10.58641
H 29.60990 20.86487 3.73506
H 31.73443 24.47788 8.81152
H 29.37243 19.50063 2.71125
H 35.95099 9.52689 7.62637
H 36.37504 11.70019 10.54261
N 30.06558 18.55450 5.27354
H 31.04563 19.89711 0.46755
H 30.61265 23.75833 7.61747
H 33.96629 20.06603 -0.63370
H 34.20181 20.05728 7.12165
H 31.10849 23.89797 3.34000
C 36.01464 16.48953 9.11864
N 35.03367 18.35508 8.06496
O 37.04752 17.62860 2.47216
H 30.88400 24.65105 10.98974
C 30.64322 24.65559 3.96391
H 30.51977 18.22213 4.41683
N 32.71626 25.07930 5.34763
H 29.90862 25.19252 3.37327
O 31.77426 20.82289 4.02061
O 27.92969 19.33853 5.58419
H 33.44594 18.03997 6.76808
C 37.60270 16.45436 1.91089
H 29.44389 23.76659 11.53879
C 33.59612 19.71182 0.32643
C 34.68745 19.09883 1.21790
O 33.43334 22.98763 2.66612
C 31.68111 25.62403 4.41519
O 31.81153 22.42716 5.87125
C 34.19752 16.21145 7.61821
C 29.98251 23.55760 9.46606
O 33.76698 21.24390 5.06847
H 34.71264 18.68701 4.54692
O 35.43404 21.82822 2.67535
C 35.19057 13.36369 7.36962
C 35.26982 18.65290 3.60631
H 29.28754 17.72960 7.00031
C 35.16943 15.63498 8.42211
N 35.81338 11.43412 8.56353
H 32.89669 18.88141 0.12069
H 36.40656 16.88786 4.24364
C 35.97329 17.35158 3.33389
O 32.88672 20.70083 1.04771
H 35.54445 9.50899 9.39237
H 35.05953 11.34421 6.64949
O 35.41883 23.95345 1.49507
H 30.82912 19.17536 5.75198
C 33.12152 26.03237 6.40635
H 35.99253 20.15789 7.51847
H 28.96669 16.70557 5.57667
H 33.21757 27.01070 5.95389
H 35.54379 19.78286 1.19890
H 36.84846 15.81598 1.43424
C 35.80545 13.54126 9.64965
H 36.53359 18.58609 9.40166
H 38.29311 16.74386 1.12060
C 30.33218 23.70698 10.92630
H 32.47110 25.94403 7.26751
C 36.11572 9.97576 8.59848
H 38.16282 15.88101 2.66050
H 32.32133 24.16992 5.68927
H 30.61045 16.82532 6.31795
H 35.10213 18.17379 0.80761
C 31.54003 20.86185 0.63538
C 36.07205 12.19501 9.62829
H 31.07081 21.41519 1.44266
H 30.98337 22.89752 11.25135
O 31.69233 26.77935 4.20410
```

---

No. 4
The following is a quantum chemistry calculation of a 5-piece molecular cluster, C26H50NO16 overall at a distorted geometry, from OMol25.

Properties
Molecular weight (g mol⁻¹): 632.68
Orbital gap (eV): 8.742
E (eV): -62017.9860
Largest force on an atom (eV/Å): 2.68
Net charge: +1

The geometry in XYZ format:
```
93
C26H50NO16 (the ωB97M-V functional and the def2-TZVPD basis)
H -4.07939 -4.67900 -3.32236
C 6.19598 3.25452 -0.03378
C 0.59554 1.36203 -3.86273
H -1.21297 -2.22453 2.50166
H 0.00727 1.68184 -3.00782
C 0.93676 -4.14181 4.52949
C 0.35345 5.27170 -0.10089
H 6.21273 3.55750 -1.06591
H 2.98660 4.30148 0.56678
H -4.70054 -3.23634 -4.13325
O -0.31344 -1.53323 5.74886
H -0.63261 5.66576 0.06624
O 0.25661 -0.04132 4.15544
O 1.51616 -1.76938 4.44471
O 2.33057 5.10337 -2.34918
H -1.09190 0.52058 -4.89276
O -0.84747 3.24774 -0.48500
C -0.09517 0.22146 -4.57703
O 2.12669 -1.25828 -4.55281
O 2.20087 -1.13986 -6.80402
H 3.37005 2.28646 -1.47957
H 3.16312 1.08511 2.61342
O -6.97839 -1.97948 -3.64754
C 5.04575 3.87204 0.75979
H -0.19837 -0.64889 -3.93014
H -5.70707 -6.36049 3.45361
C 3.02592 2.23656 0.92296
H 5.41809 1.46045 2.14431
H 1.23286 -5.09807 4.95807
C -6.46399 -1.49372 -2.67752
C 5.27737 3.59917 2.25979
C 3.41470 -1.89478 -6.77886
H -0.11525 -3.97441 4.75730
H 6.33767 3.68435 2.45229
C 0.41514 -1.15887 4.87879
C -4.34390 -3.63136 -3.18273
H -8.37253 0.10569 -3.32988
O -3.86784 -4.27763 1.00751
C 0.15054 3.91311 -0.70867
H 5.11991 4.94574 0.63991
H -6.31886 -4.01022 -2.37853
O -2.82037 -3.40909 2.80346
H -2.27069 -0.68539 0.88425
H 3.63980 -2.14617 -7.81028
H 0.85846 5.20374 0.85370
H 0.72703 2.20864 -4.53898
N 3.40345 2.04247 2.35901
H -5.04079 -3.92344 -1.17101
H 4.84289 5.36337 2.89993
H 6.22049 2.17491 0.02898
H 4.22341 -1.29326 -6.36700
C -7.40978 0.57334 -3.14036
H 2.82190 2.62972 2.95331
H -1.03581 0.87653 5.51973
H -6.88824 0.74544 -4.08038
O 1.12170 3.34492 -1.53141
H -3.73554 -1.67040 0.85779
O 4.52405 4.47862 3.07088
C 3.63699 3.48395 0.28598
O -5.67548 -2.11686 -1.80750
H 0.89366 5.96789 -0.72398
H 7.12443 3.61348 0.38976
C -2.88872 -1.36614 1.47106
O -4.34110 -4.90193 3.12298
H -1.70172 -3.13465 1.07508
O 0.59123 -0.14602 -5.78099
H -1.81260 0.11256 4.10909
H -7.55983 1.51992 -2.63007
C 1.80055 -3.03079 5.08550
H -4.97344 -6.41765 1.83855
C -5.39815 -3.49622 -2.10535
C -5.36469 -5.76419 2.61413
O -6.61022 -0.23181 -2.27084
H 1.95146 2.35247 0.91063
C 2.28975 4.04856 -1.75712
H -3.44672 -3.07543 -2.90604
H 3.29496 -2.80691 -6.19984
H 4.34663 3.73442 -1.78440
H 1.03841 -4.19688 3.44471
H 1.68380 -2.93000 6.16317
H -3.28559 -0.82891 2.33396
H -0.90195 1.61913 3.91684
H 2.85099 -3.22549 4.87934
H 3.23168 1.31999 0.39124
H 1.58350 1.05932 -3.51213
C -3.69643 -4.20756 2.19488
C 3.51301 3.33266 -1.24183
H -6.19262 -5.17453 2.22501
C -2.07406 -2.56122 1.92345
C -0.94896 0.67624 4.45515
C 1.68605 -0.87927 -5.60754
C 4.84566 2.22586 2.64062
H 4.97694 2.08710 3.70497
```

---

No. 5
The following is a quantum chemistry calculation of a 3-piece molecular cluster, C26H51BrClFIN3O3P overall at a distorted geometry, from OMol25.

Properties
Molecular weight (g mol⁻¹): 745.94
Orbital gap (eV): 7.849
E (eV): -141075.9957
Largest force on an atom (eV/Å): 3.88
Net charge: -1

The geometry in XYZ format:
```
88
C26H51BrClFIN3O3P (the ωB97M-V functional and the def2-TZVPD basis)
O -3.45208 -0.53116 0.08657
H 0.88888 -3.43107 -0.40625
C -1.44292 -2.91102 -6.40389
C 1.65382 2.86556 -3.46223
H 1.48217 2.94332 5.46163
H -2.62246 0.91885 3.69332
H 3.06747 -5.00287 0.78671
C -4.01913 -1.34463 -0.91774
H -4.26673 -0.72992 -1.78438
H -1.76303 -0.72096 -1.04827
C -0.38664 4.21299 3.71822
C 0.39127 -4.43639 -5.71626
H -0.16737 -3.88445 -7.73810
H -2.00545 0.84276 -0.35588
C -1.11839 -0.67078 0.99822
H -0.24178 3.83448 0.97495
H -5.48568 -1.70759 0.65476
Cl 0.61527 -0.48733 -2.29680
H -3.15884 0.85915 2.00275
C 3.04865 -3.92513 0.86268
H -3.35630 -2.15701 -1.18908
H -5.22712 -3.06517 -0.43117
C -3.21438 0.37281 2.96527
H 2.74065 0.71749 -0.76208
H 1.50938 1.78780 -3.36165
C -0.60300 3.34541 4.95922
H 3.43365 2.66821 -4.69632
H 1.70381 3.18844 -1.32368
H 0.24787 1.37263 6.78361
H -2.71261 -1.40913 3.98565
H -1.46330 3.72409 5.51343
N -2.06175 -1.99638 -6.10836
H -1.08716 1.87286 2.65548
H -4.24497 0.47147 3.29761
H 1.93229 -3.06793 -6.39806
H -0.27555 5.25175 4.01375
C 0.57484 3.32513 5.91754
H -0.10958 -4.67129 -4.77532
H 2.44750 4.49178 -2.25668
I 1.01305 0.04819 3.29442
C 0.75176 3.69835 2.81335
C -0.65406 -4.08909 -6.78326
C 1.61444 -2.78272 -0.88859
H 1.39972 -2.83534 -1.94653
N 4.63875 2.26155 -1.84756
H 1.44528 3.08651 3.37103
H -0.83985 2.31633 4.69948
H 1.17340 2.45853 7.75384
H 0.78078 4.32899 6.28920
H 1.16085 2.81419 0.91920
H 2.18159 -3.61699 1.43638
H 0.92177 -2.41823 -5.09644
C 2.97366 -3.32969 -0.54238
H 1.93146 2.77451 -5.60393
H 0.92082 -5.33824 -6.03168
H -0.58417 2.69983 7.66610
H 2.61106 4.22696 -4.86116
H -1.33863 -4.92575 -6.92625
O -0.24588 -1.58120 0.29640
H 3.03298 -0.63313 -1.60165
H -1.31091 4.11884 3.14692
N 2.85617 -0.28292 -0.66617
H -1.56988 2.08104 1.02826
C -2.07358 -0.22379 -0.14444
O 0.86893 0.52684 0.48386
C 0.28043 3.04401 1.51110
Br -2.23341 -3.30383 1.28958
C -1.65841 -1.58006 2.12334
H -6.14667 -1.70772 -1.00234
C -5.30339 -1.98565 -0.37606
C 0.29868 2.40524 7.10963
C -0.70577 1.87199 1.64923
H 2.13857 -3.63146 -4.73530
H -3.75696 -1.65114 2.63033
H 0.66238 3.31361 -3.55590
C 2.45659 3.15293 -4.72632
H -0.87555 -1.88583 2.79210
H 1.32738 4.57371 2.50841
F 3.20420 -4.43186 -1.43066
H 2.01309 -1.48920 0.94895
H 3.95489 -3.56821 1.34110
H 3.79333 -2.64701 -0.72657
C -0.12557 0.47412 1.39385
C 2.32160 3.40907 -2.19560
C 3.63813 2.79334 -2.00030
C 1.40191 -3.32159 -5.47635
P 1.28176 -1.02065 -0.18273
C -2.87808 -1.11419 2.95294
```